Here is a cluster of 9 separate species, C27H63ClN2O26P5S in total from the OMol25 dataset. Energies are from ωB97M-V/def2-TZVPD.

Each atom is followed by the atoms it is bonded to, with distances in Å.
Positions of all 125 atoms, in Å:
1 Cl -3.181 1.280 -7.430  O2 1.441, O3 1.399, O4 1.468, O5 1.449
2 O -4.072 0.220 -7.032  Cl1 1.441
3 O -2.214 1.522 -6.447  Cl1 1.399
4 O -2.422 0.890 -8.625  Cl1 1.468
5 O -3.849 2.528 -7.739  Cl1 1.449
6 C -3.836 3.326 -3.912  C7 1.520, C12 1.540, H13 1.090, H14 1.090
7 C -3.893 4.326 -2.769  C6 1.520, C8 1.478, H15 1.090, H16 1.090
8 C -5.231 4.276 -2.143  C7 1.478, S9 1.791, H17 1.090, H18 1.090
9 S -6.444 3.925 -3.413  C8 1.791, O10 1.455, O11 1.433, C12 1.887
10 O -6.891 5.137 -4.084  S9 1.455
11 O -7.390 3.050 -2.786  S9 1.433
12 C -5.212 3.050 -4.543  C6 1.540, S9 1.887, H19 1.090, H20 1.090
13 H -3.356 2.383 -3.648  C6 1.090
14 H -3.181 3.695 -4.702  C6 1.090
15 H -3.752 5.289 -3.261  C7 1.090
16 H -3.011 4.226 -2.136  C7 1.090
17 H -5.616 5.042 -1.470  C8 1.090
18 H -5.300 3.321 -1.622  C8 1.090
19 H -5.348 3.444 -5.550  C12 1.090
20 H -5.510 2.019 -4.737  C12 1.090
21 C 4.428 3.239 -5.578  O22 1.457, H29 1.090, H30 1.090, H31 1.090
22 O 3.239 3.170 -6.416  C21 1.457, P23 1.650
23 P 2.035 4.291 -6.299  O22 1.650, O24 1.459, O25 1.627, O27 1.638
24 O 2.462 5.682 -6.403  P23 1.459
25 O 0.912 3.835 -7.385  P23 1.627, C26 1.421
26 C -0.394 4.393 -7.379  O25 1.421, H32 1.090, H33 1.090, H34 1.090
27 O 1.387 3.967 -4.829  P23 1.638, C28 1.462
28 C 0.803 2.640 -4.646  O27 1.462, H35 1.090, H36 1.090, H37 1.090
29 H 4.677 2.311 -5.062  C21 1.090
30 H 4.167 4.004 -4.846  C21 1.090
31 H 5.356 3.480 -6.096  C21 1.090
32 H -1.225 3.691 -7.452  C26 1.090
33 H -0.506 5.195 -8.108  C26 1.090
34 H -0.659 4.841 -6.421  C26 1.090
35 H -0.282 2.698 -4.563  C28 1.090
36 H 1.101 2.165 -3.712  C28 1.090
37 H 0.992 2.012 -5.517  C28 1.090
38 C -1.848 3.520 -10.798  O39 1.466, H46 1.090, H47 1.090, H48 1.090
39 O -1.043 3.637 -12.018  C38 1.466, P40 1.652
40 P -0.770 2.258 -12.886  O39 1.652, O41 1.458, O42 1.599, O44 1.640
41 O -1.256 1.014 -12.302  P40 1.458
42 O -1.407 2.640 -14.302  P40 1.599, C43 1.436
43 C -1.357 1.710 -15.395  O42 1.436, H49 1.090, H50 1.090, H51 1.090
44 O 0.837 2.246 -13.211  P40 1.640, C45 1.450
45 C 1.548 3.370 -13.789  O44 1.450, H52 1.090, H53 1.090, H54 1.090
46 H -1.117 3.701 -10.010  C38 1.090
47 H -2.211 2.515 -10.580  C38 1.090
48 H -2.706 4.190 -10.725  C38 1.090
49 H -0.832 2.110 -16.262  C43 1.090
50 H -2.382 1.452 -15.664  C43 1.090
51 H -0.834 0.761 -15.284  C43 1.090
52 H 1.537 4.151 -13.028  C45 1.090
53 H 1.027 3.653 -14.704  C45 1.090
54 H 2.576 3.112 -14.039  C45 1.090
55 C -1.609 -5.190 -6.917  O56 1.423, H63 1.090, H64 1.090, H65 1.090
56 O -0.738 -4.848 -5.845  C55 1.423, P57 1.661
57 P -0.783 -3.414 -5.007  O56 1.661, O58 1.444, O59 1.646, O61 1.541
58 O -0.318 -3.603 -3.653  P57 1.444
59 O 0.126 -2.451 -5.985  P57 1.646, C60 1.391
60 C -0.434 -1.884 -7.125  O59 1.391, H66 1.090, H67 1.090, H68 1.090
61 O -2.229 -2.883 -5.059  P57 1.541, C62 1.433
62 C -2.795 -1.941 -4.139  O61 1.433, H69 1.090, H70 1.090, H71 1.090
63 H -1.142 -5.183 -7.902  C55 1.090
64 H -2.521 -4.594 -6.905  C55 1.090
65 H -2.029 -6.187 -6.778  C55 1.090
66 H -0.346 -0.808 -7.274  C60 1.090
67 H -1.482 -2.181 -7.174  C60 1.090
68 H -0.021 -2.253 -8.064  C60 1.090
69 H -3.227 -1.144 -4.744  C62 1.090
70 H -2.193 -1.417 -3.397  C62 1.090
71 H -3.528 -2.438 -3.504  C62 1.090
72 C -7.106 -0.231 -1.974  O73 1.395, H80 1.090, H81 1.090, H82 1.090
73 O -7.843 -1.398 -2.176  C72 1.395, P74 1.645
74 P -7.683 -2.214 -3.596  O73 1.645, O75 1.438, O76 1.638, O78 1.711
75 O -6.471 -2.977 -3.718  P74 1.438
76 O -9.023 -3.155 -3.644  P74 1.638, C77 1.466
77 C -10.311 -2.563 -3.270  O76 1.466, H83 1.090, H84 1.090, H85 1.090
78 O -8.030 -1.020 -4.772  P74 1.711, C79 1.379
79 C -7.097 -0.818 -5.766  O78 1.379, H86 1.090, H87 1.090, H88 1.090
80 H -6.339 -0.234 -1.199  C72 1.090
81 H -7.789 0.601 -1.799  C72 1.090
82 H -6.442 -0.048 -2.819  C72 1.090
83 H -11.103 -2.692 -4.008  C77 1.090
84 H -10.219 -1.485 -3.143  C77 1.090
85 H -10.587 -3.004 -2.312  C77 1.090
86 H -6.293 -1.540 -5.622  C79 1.090
87 H -6.662 0.168 -5.600  C79 1.090
88 H -7.505 -0.855 -6.776  C79 1.090
89 C -4.396 0.516 -11.678  O90 1.410, H97 1.090, H98 1.090, H99 1.090
90 O -5.742 0.118 -11.816  C89 1.410, P91 1.597
91 P -6.486 0.136 -13.229  O90 1.597, O92 1.489, O93 1.644, O95 1.635
92 O -7.871 -0.407 -13.160  P91 1.489
93 O -6.356 1.715 -13.668  P91 1.644, C94 1.397
94 C -7.044 2.653 -12.893  O93 1.397, H100 1.090, H101 1.090, H102 1.090
95 O -5.484 -0.598 -14.292  P91 1.635, C96 1.460
96 C -5.841 -0.734 -15.701  O95 1.460, H103 1.090, H104 1.090, H105 1.090
97 H -4.330 1.368 -12.355  C89 1.090
98 H -3.515 -0.080 -11.917  C89 1.090
99 H -4.231 0.886 -10.666  C89 1.090
100 H -7.849 2.254 -12.276  C94 1.090
101 H -7.421 3.357 -13.635  C94 1.090
102 H -6.292 3.040 -12.205  C94 1.090
103 H -6.907 -0.920 -15.837  C96 1.090
104 H -5.243 -1.525 -16.152  C96 1.090
105 H -5.513 0.167 -16.220  C96 1.090
106 N -3.881 8.020 -6.635  C107 1.408, C110 1.380, H111 1.010
107 C -3.573 8.276 -7.985  N106 1.408, C108 1.352, H112 1.080
108 C -3.185 7.118 -8.565  C107 1.352, C109 1.378, H113 1.080
109 C -3.151 6.139 -7.595  C108 1.378, C110 1.378, H114 1.080
110 C -3.514 6.711 -6.395  N106 1.380, C109 1.378, H115 1.080
111 H -4.326 8.744 -6.091  N106 1.010
112 H -3.750 9.271 -8.366  C107 1.080
113 H -2.812 6.985 -9.570  C108 1.080
114 H -2.862 5.133 -7.861  C109 1.080
115 H -3.701 6.319 -5.406  C110 1.080
116 N -4.866 -2.625 -8.082  C117 1.396, C120 1.350, H121 1.010
117 C -5.267 -2.900 -9.390  N116 1.396, C118 1.402, H122 1.080
118 C -6.344 -3.798 -9.368  C117 1.402, C119 1.420, H123 1.080
119 C -6.540 -4.112 -7.997  C118 1.420, C120 1.364, H124 1.080
120 C -5.542 -3.495 -7.302  N116 1.350, C119 1.364, H125 1.080
121 H -4.105 -1.998 -7.868  N116 1.010
122 H -4.839 -2.316 -10.191  C117 1.080
123 H -6.846 -4.010 -10.300  C118 1.080
124 H -7.400 -4.691 -7.693  C119 1.080
125 H -5.153 -3.448 -6.295  C120 1.080

Calculated values
charge = -1
calculated total energy = -155040.37669 eV
orbital gap = 7.8 eV

Results of the Mulliken charge analysis, in e, for atoms 1 through 2: Cl 1.1013; O -0.2653